Entry 1:
DFT (ωB97M-V/def2-TZVPD) results for a molecular structure, C18H48CaO22PS6 at a distorted geometry.

As for the charge: -1. The HOMO energy comes out at -0.7 eV. Its energy above the lowest of the compared OMol25 structures with the same formula, charge and spin is 203.09 kJ/mol. The value obtained for the gap between HOMO and LUMO is 2.65 eV. For the total energy, the calculation gives -5778.01038 Eh. For the largest force on an atom, the calculation gives 0.216 Eh/bohr.

Each line ends with the Mulliken charge.
Geometry (Å):
C -0.7960 3.9239 0.9748  0.93
H 4.9689 -4.3043 -3.0862  0.41
H -1.3044 -2.0907 4.2804  0.45
C 4.8648 -1.2313 2.0147  -1.19
C 3.3920 -0.3961 4.8476  -0.31
O -2.4111 -2.9044 1.8322  -0.66
O -0.2083 -1.3729 -2.0008  0.01
H -5.2617 3.4672 0.9256  0.22
H 0.0791 4.4603 0.6057  0.32
O 0.2482 -3.7850 -2.3822  -0.67
C -4.1775 0.9391 2.5384  -0.93
H -4.9302 2.4731 -1.9742  0.41
H -2.2075 -4.0346 -1.2759  0.47
H -0.5662 -1.3028 -4.8371  0.31
C -0.6359 -1.7100 3.5139  -1.00
C 4.8040 -3.2665 -3.3867  -0.41
C -4.5733 3.0199 -1.0981  -0.28
O 2.4263 -1.0761 -1.3895  -0.85
H 1.6107 0.3100 5.9034  0.21
H 4.9678 -1.9821 1.2348  0.42
H 3.6467 -3.5173 -5.1938  0.21
S 0.3671 2.2162 2.5648  0.98
S 3.0711 -1.1840 2.3503  0.96
H -3.8340 0.7012 -3.3609  0.56
S 3.7296 -1.3759 -1.9003  0.40
H 4.9656 -0.4969 -3.8085  0.38
H 2.6740 1.9381 2.1665  -0.07
O -2.0538 2.4976 -2.4262  -0.66
Ca 0.7236 0.0951 -0.3705  1.82
O 2.2644 1.6167 -0.5049  -0.36
H -4.1698 -0.1220 -1.6976  0.24
O -2.0142 -2.8302 -2.9784  -0.34
O -1.5172 0.7152 -0.7428  0.14
H -2.0090 5.2644 -0.0301  0.42
O 3.6480 -2.8198 -2.7134  -0.37
C -5.6468 3.2177 -0.0620  -1.27
C -1.9538 4.9119 1.0046  -1.46
H 2.3022 3.5052 3.0552  0.47
H -6.2466 2.3088 0.0239  0.33
O 4.9072 -1.5045 -1.0486  -0.72
H -0.4965 -3.0623 -5.0881  0.43
H -2.8121 -0.5339 -2.7068  -0.07
H 5.3473 -1.4541 2.9637  0.45
C 4.0330 -0.2537 -3.3088  -0.80
H 2.1158 3.2655 1.2505  0.19
P 1.8040 2.4615 -1.7306  0.48
H -4.3392 -4.1927 -1.1764  0.39
H -0.3672 -0.6566 3.6023  0.16
H 3.9873 0.7470 -2.8672  0.30
H -6.3683 3.9821 -0.3569  0.40
H -2.5973 -2.4791 -0.9321  -0.15
H -4.0525 -1.1861 2.7935  0.37
H -2.9514 -0.1948 3.8181  0.29
H -1.0160 3.1454 0.2462  -0.51
H 5.2142 -0.2632 1.6623  0.29
O 0.7321 3.5794 -1.9380  -0.66
H -4.1022 -4.2981 -2.9542  0.34
O -0.5971 3.4910 2.3432  -0.51
S -2.4743 1.4613 -1.5209  0.87
O 0.5950 1.4570 -2.1240  -0.93
H 4.4666 -0.4164 5.0472  0.28
C -3.3761 -0.3305 2.8181  -0.46
C -2.6750 -3.1752 -1.7728  0.29
C 2.0491 2.8232 2.2462  -0.54
C -3.4700 0.2890 -2.4242  -0.91
H 5.4090 -3.7848 -5.4339  0.41
H 2.7494 1.5637 5.5548  0.25
H -3.4864 1.7848 2.5258  0.14
H -4.9691 1.1088 3.2654  0.46
H 1.0121 -2.1498 -4.6109  0.16
H -1.7444 5.8058 1.5904  0.41
C -0.0705 -2.2240 -4.5407  -0.93
O 3.0719 -0.0065 3.5169  -0.21
O 0.0885 1.2481 1.5302  0.05
O 0.2223 1.8164 3.9534  -0.73
O -0.5072 -1.6359 0.8437  -0.47
H 0.2693 -2.3038 3.3899  0.37
O -3.6170 2.1266 -0.4998  0.14
H 3.0381 -1.4182 4.9972  0.39
H -4.8098 -2.8637 -2.2863  0.26
H 3.1364 -0.4296 -3.8993  0.24
S -0.3927 -2.5699 -2.7848  0.90
C -4.0754 -3.6446 -2.0824  -1.39
H 5.7041 -2.7440 -3.0548  0.38
O 2.2841 -0.6621 1.2653  0.23
H 3.1289 0.3836 6.8219  0.44
S -1.4762 -1.8098 1.9081  0.99
H -2.9081 4.4227 1.1987  0.16
H -4.5670 0.9322 1.5192  0.14
O 2.2678 2.4117 -3.2261  -0.78
H 4.8654 -2.2241 -5.2964  0.27
C 4.6491 -3.2164 -4.8932  -1.09
O -2.3063 -0.4173 1.8979  0.00
C 2.6789 0.5128 5.8368  -1.16
O 2.6903 -2.4515 2.9618  -0.76
H -4.1291 3.9592 -1.4271  0.25

Cartesian forces (eV/Å) of the 2 atoms listed first:
C -0.554 1.442 -0.652
H -0.214 -0.016 0.117

=====

Entry 2:
DFT (ωB97M-V/def2-TZVPD) results for 2 unconnected molecules or ions with the total composition C4H12 at a distorted geometry.

The SMILES is CC.CC. The HOMO energy comes out at -11.5 eV. Its energy above the lowest of the compared OMol25 structures with the same formula, charge and spin is 28.45 kJ/mol. The value obtained for the gap between HOMO and LUMO is 12.68 eV. For the total energy, the calculation gives -159.57414 Eh. For the largest force on an atom, the calculation gives 0.029 Eh/bohr.

Each line ends with the natural charge from an NBO analysis.
Geometry (Å):
H -1.2723 1.6620 1.9321  0.21
H 0.7497 0.1115 1.8511  0.20
C 0.2814 -0.5673 -2.2607  -0.61
C 1.3726 0.1685 -1.4359  -0.62
H -0.1415 -1.3671 -1.6632  0.20
H -2.3427 0.2195 1.7377  0.20
C -0.2554 -0.2490 2.0947  -0.61
H 1.0321 1.1906 -1.2834  0.20
H 2.3378 0.2025 -1.9185  0.21
H 0.6328 -1.0240 -3.1772  0.21
H -0.1739 -0.1742 3.1855  0.20
H -0.5713 0.0828 -2.4493  0.20
H -0.3659 -1.2895 1.8334  0.20
H 1.3499 -0.3127 -0.4623  0.21
H -1.2763 0.7002 0.4619  0.20
C -1.3572 0.6461 1.5541  -0.61

Cartesian forces (eV/Å) of the 2 atoms listed first:
H -0.192 -0.005 0.129
H -0.165 -0.155 -0.673

=====

Entry 3:
DFT (ωB97M-V/def2-TZVPD) results for 4 unconnected molecules or ions with the total composition C10H24N6O8S.

The SMILES is CC(=O)OC[C@@H]1CCCOS1(=O)=O.NC(N)=O.NC(N)=O.NC(N)=O. The HOMO energy comes out at -9.3 eV. The value obtained for the gap between HOMO and LUMO is 9.60 eV. For the total energy, the calculation gives -1724.20875 Eh. For the largest force on an atom, the calculation gives 0.010 Eh/bohr.

Each line ends with the natural charge from an NBO analysis.
Geometry (Å):
H -6.6180 -0.1574 -2.2613  0.41
N 3.9068 -1.2071 4.5467  -0.86
H 3.9662 -0.2420 4.8083  0.40
H 0.2586 1.6307 -1.3113  0.24
C 2.9101 0.8148 -1.1676  0.80
H 3.5152 -1.8695 5.1880  0.38
C -6.5049 1.7421 -1.5563  0.78
O 3.4736 0.2049 -2.0198  -0.54
C -2.3262 1.5017 -1.8884  -0.08
O 4.9025 -0.7223 2.5695  -0.69
H -8.0575 2.4413 -0.3411  0.39
H -3.2606 1.4962 0.0378  0.23
H -2.7135 3.0525 -0.5381  0.23
C 1.1153 0.6964 0.4648  -0.08
O -5.4373 2.0122 -2.0846  -0.69
C 2.9318 -3.9214 0.1040  0.78
N -7.0979 0.5227 -1.7019  -0.84
O 3.7090 -4.5578 0.8098  -0.71
C -1.1242 1.8356 0.3451  -0.40
S -0.8160 -0.4566 -1.0209  2.40
O 0.0862 -1.2027 -1.8368  -0.93
C 4.4206 -1.5579 3.3209  0.77
H 4.6720 -3.1947 2.1110  0.43
H -6.7708 3.5496 -0.6692  0.41
H 1.2981 -4.0242 -1.1902  0.40
N 2.9905 -2.5718 -0.0185  -0.84
H 4.0249 2.5926 -1.0507  0.26
H 3.7178 -2.0807 0.4705  0.41
H -7.9711 0.2784 -1.2756  0.39
N 1.9378 -4.5322 -0.6080  -0.85
H 1.4277 1.5673 1.0455  0.19
N -7.1798 2.6413 -0.7809  -0.84
H 2.4923 2.7347 -0.1738  0.21
H 3.8660 -3.5495 3.5761  0.39
H -1.6125 2.0936 -2.4661  0.17
C -0.0572 1.0579 -0.4378  -0.53
C 2.9715 2.3204 -1.0552  -0.75
H -0.7056 2.8043 0.6235  0.22
H 1.8695 -5.5295 -0.5445  0.40
H 2.5199 2.7555 -1.9471  0.24
N 4.3346 -2.8734 3.0037  -0.84
C -2.4335 2.0003 -0.4603  -0.44
H -3.2952 1.5708 -2.3742  0.26
O 2.2137 0.1209 -0.2204  -0.52
O -1.9405 0.1043 -1.9724  -0.71
H -1.3212 1.2834 1.2636  0.23
H 2.3669 -2.0376 -0.5990  0.42
O -1.4388 -1.0753 0.1107  -0.94
H 0.7829 -0.0629 1.1728  0.23

Cartesian forces (eV/Å) of the 2 atoms listed first:
H 0.008 0.002 0.006
N -0.029 0.002 -0.032

=====

Entry 4:
DFT (ωB97M-V/def2-TZVPD) results for a gas-phase ion, C3H4NS (charge +1) at a distorted geometry.

As for the charge: +1. The HOMO energy (spin up / spin down) comes out at -14.8 / -15.0 eV. Its energy above the lowest of the compared OMol25 structures with the same formula, charge and spin is 635.00 kJ/mol. The value obtained for the gap between HOMO and LUMO (spin up / spin down) is 5.95 / 6.13 eV. For the total energy, the calculation gives -569.10567 Eh. For the largest force on an atom, the calculation gives 0.071 Eh/bohr.

Each line ends with the natural charge from an NBO analysis.
Geometry (Å):
C -0.2226 -1.0856 -0.0332  -0.46
H 1.6769 -0.0593 0.2433  0.46
N 0.7147 0.0243 -0.0189  -0.42
H 0.9476 2.0643 -0.2829  0.34
S -1.9798 -0.7415 0.0088  0.43
C -0.8776 1.9145 0.0359  0.35
C 0.2199 1.2485 -0.0439  -0.37
H -0.4599 -1.6213 0.9872  0.35
H -0.0191 -1.7437 -0.8963  0.32

Cartesian forces (eV/Å) of the 2 atoms listed first:
C -1.177 1.079 -0.134
H 0.682 -0.669 -0.239